Density functional theory data (ωB97M-V with the def2-TZVPD basis set) for a molecular structure, C15H31N6O in a non-equilibrium geometry.

Its molecular weight is 311.45 g mol⁻¹. Its frontier orbital gap is 9.685 eV.

Geometry as ORCA input:
```
! RIJCOSX wB97M-V def2-TZVPD def2/J DEFGRID3
* xyz 1 1
C -0.092 1.740 -4.541
H 0.755 2.229 -4.520
C -1.068 2.249 -3.341
H -2.003 1.772 -3.410
C -0.522 2.409 -2.234
H -0.906 2.969 -1.515
C 0.065 1.081 -1.673
H -1.079 0.254 -1.641
H 0.593 0.338 -2.295
C 0.476 1.016 -0.155
N -0.231 1.517 0.788
C -1.773 1.364 0.744
H -2.324 1.345 -0.234
H -2.136 2.447 1.137
C -2.326 0.436 1.830
N -1.069 0.443 2.899
C -0.638 1.873 3.190
H 0.082 1.723 4.068
H -1.484 2.319 3.524
C 0.364 2.147 2.031
H 1.189 1.692 2.043
H 0.521 3.197 1.988
C -1.582 -0.396 4.207
C -1.803 -1.761 3.880
H -1.295 -2.535 3.403
H -2.236 -2.288 4.887
H -2.936 -1.730 3.167
H -0.860 -0.413 4.985
H -2.429 0.262 4.491
H -0.378 -0.162 2.486
H -2.346 -0.614 1.467
H -3.273 0.746 2.243
C 0.927 -0.411 0.376
N 0.432 -0.830 1.383
N 1.105 -2.033 1.573
N 1.979 -2.435 0.804
N 1.666 -1.339 -0.193
C 2.830 -1.185 -1.302
H 3.586 -1.794 -1.119
H 2.943 -0.373 -1.764
C 1.954 -1.981 -2.378
O 1.682 -3.342 -1.993
C 2.422 -4.343 -1.885
H 1.812 -5.156 -1.661
H 3.043 -4.257 -1.040
H 2.856 -4.419 -2.599
H 2.540 -2.153 -3.257
H 0.921 -1.435 -2.760
H 1.379 1.436 -0.196
H 0.748 2.779 -2.303
H -1.289 3.266 -3.755
H -0.025 0.570 -4.424
H -0.769 1.763 -5.410
*
```

---

Density functional theory data (ωB97M-V with the def2-TZVPD basis set) for a single C5H9NS molecule in a non-equilibrium geometry.

Its molecular weight is 115.20 g mol⁻¹. As for the SMILES: C1S[C@H]2CN[C@@H]1C2. Its frontier orbital gap is 9.406 eV.

Geometry as ORCA input:
```
! RIJCOSX wB97M-V def2-TZVPD def2/J DEFGRID3
* xyz 0 1
C 0.789 -1.055 -0.808
S 0.820 0.812 -1.121
C -0.020 1.013 0.531
C -1.433 0.774 0.425
N -1.403 -0.728 0.414
C -0.088 -1.268 0.490
C 0.491 -0.223 1.277
H 1.794 -1.503 -0.774
H 0.176 -1.649 -1.639
H 0.275 1.856 0.916
H -1.724 1.003 1.508
H -2.129 1.020 -0.506
H -1.731 -1.184 -0.499
H -0.255 -2.380 0.899
H 1.519 -0.464 1.255
H 0.342 -0.048 2.392
*
```

---

Density functional theory data (ωB97M-V with the def2-TZVPD basis set) for a single C2HNO2 molecule in a non-equilibrium geometry.

Its molecular weight is 71.03 g mol⁻¹. Its frontier orbital gap (alpha / beta) is 8.960 / 8.959 eV.

Geometry as ORCA input:
```
! RIJCOSX wB97M-V def2-TZVPD def2/J DEFGRID3
* xyz 0 1
C -0.252 -0.031 0.335
C 1.329 -0.493 1.735
N 1.942 -0.869 2.647
O 2.537 -1.028 3.653
O 0.995 0.058 0.622
H -0.593 0.589 -0.577
*
```

---

Density functional theory data (ωB97M-V with the def2-TZVPD basis set) for a single C4H8ClNS molecule in a non-equilibrium geometry.

Its molecular weight is 137.64 g mol⁻¹. Its frontier orbital gap (alpha / beta) is 9.399 / 6.968 eV.

Geometry as ORCA input:
```
! RIJCOSX wB97M-V def2-TZVPD def2/J DEFGRID3
* xyz 0 1
C -1.149 -0.582 0.136
C -0.112 -1.695 -0.296
C 2.010 -0.019 -0.589
C -0.601 1.679 0.560
N -0.586 0.696 -0.395
S 1.499 -1.276 0.439
Cl 3.018 1.235 -0.155
H -2.097 -0.974 -0.363
H -1.323 -0.486 1.289
H -0.376 -2.670 0.068
H -0.248 -1.599 -1.436
H 1.666 -0.109 -1.544
H 0.120 2.356 0.125
H -1.547 2.196 0.649
H -0.275 1.247 1.512
*
```

---

Density functional theory data (ωB97M-V with the def2-TZVPD basis set) for 2 unconnected molecules or ions with the total composition C4H8ClNS in a non-equilibrium geometry.

Its molecular weight is 137.64 g mol⁻¹. Its frontier orbital gap is 7.759 eV.

Geometry as ORCA input:
```
! RIJCOSX wB97M-V def2-TZVPD def2/J DEFGRID3
* xyz 0 1
C -0.930 -0.459 -0.423
C -1.050 -1.127 0.900
C 1.154 -0.449 0.600
C 0.970 1.028 -1.227
N 0.512 -0.076 -0.458
S 0.489 -1.544 1.697
Cl -0.384 2.106 1.369
H -1.142 -1.164 -1.254
H -1.496 0.529 -0.500
H -1.566 -0.439 1.567
H -1.798 -2.000 1.056
H 2.176 -0.280 0.799
H 0.217 1.876 -0.863
H 1.989 1.127 -1.008
H 0.861 0.871 -2.255
*
```

---

Density functional theory data (ωB97M-V with the def2-TZVPD basis set) for 11 unconnected molecules or ions with the total composition C69H154N6O11 in a non-equilibrium geometry.

Its molecular weight is 1244.02 g mol⁻¹. As for the SMILES: CC1(C)CCCC(C)(C)N1O.CC1(C)CCCC(C)(C)N1O.CC1(C)CCCC(C)(C)N1O.CC1(C)CCCC(C)(C)N1O.CC1(C)CCCC(C)(C)N1O.CC1(C)CCCC(C)(C)N1O.CC(C)O.CC(C)O.CC(C)O.CC(C)O.CC(C)O. Its frontier orbital gap is 8.696 eV.

Geometry as ORCA input:
```
! RIJCOSX wB97M-V def2-TZVPD def2/J DEFGRID3
* xyz 0 1
C -4.260 2.394 -29.038
C -3.374 1.177 -28.850
C -3.813 0.420 -27.585
C -3.557 0.203 -30.032
C -2.840 0.569 -31.345
C -1.389 0.954 -31.028
C -1.197 1.994 -29.924
C 0.270 2.010 -29.524
C -1.673 3.363 -30.385
N -1.938 1.430 -28.783
O -1.631 2.198 -27.607
H -4.393 2.693 -30.083
H -5.304 2.184 -28.774
H -3.934 3.283 -28.497
H -4.085 1.108 -26.789
H -4.595 -0.311 -27.799
H -2.984 -0.245 -27.304
H -3.189 -0.789 -29.748
H -4.630 0.088 -30.210
H -2.829 -0.274 -32.034
H -3.378 1.403 -31.805
H -0.790 1.214 -31.908
H -0.925 0.001 -30.735
H 0.513 2.920 -28.973
H 0.869 2.048 -30.439
H 0.594 1.131 -28.969
H -1.814 4.127 -29.622
H -2.626 3.316 -30.912
H -0.972 3.730 -31.143
H -1.685 1.509 -26.935
C 3.902 0.885 -25.818
C 4.918 0.806 -26.982
C 6.000 1.863 -26.802
C 5.509 -0.592 -26.996
C 6.228 -1.074 -28.250
C 5.316 -0.804 -29.445
C 4.702 0.600 -29.525
C 5.770 1.575 -30.098
C 3.605 0.518 -30.577
N 4.187 1.037 -28.245
O 3.663 2.346 -28.282
H 2.870 0.754 -26.143
H 4.091 0.091 -25.088
H 4.025 1.810 -25.252
H 6.970 1.610 -27.239
H 5.746 2.848 -27.196
H 6.221 2.066 -25.749
H 6.121 -0.706 -26.093
H 4.721 -1.324 -26.767
H 7.148 -0.495 -28.384
H 6.408 -2.137 -28.108
H 4.498 -1.509 -29.241
H 5.742 -1.014 -30.424
H 6.166 1.209 -31.046
H 6.621 1.588 -29.410
H 5.424 2.603 -30.182
H 2.882 -0.281 -30.362
H 3.947 0.297 -31.591
H 2.988 1.410 -30.706
H 2.754 2.215 -27.990
C 4.403 5.619 -22.641
C 5.686 4.827 -22.853
C 6.004 4.670 -24.353
C 6.836 5.588 -22.164
C 8.068 4.711 -22.065
C 7.808 3.524 -21.180
C 6.660 2.669 -21.760
C 7.166 1.733 -22.877
C 6.180 1.774 -20.604
N 5.546 3.532 -22.160
O 4.490 2.764 -22.701
H 3.487 5.073 -22.876
H 4.277 5.994 -21.626
H 4.428 6.458 -23.344
H 6.830 3.983 -24.509
H 5.086 4.262 -24.782
H 6.289 5.591 -24.862
H 7.099 6.460 -22.770
H 6.526 5.999 -21.201
H 8.440 4.450 -23.059
H 8.926 5.280 -21.681
H 7.595 3.755 -20.134
H 8.701 2.892 -21.111
H 7.977 1.121 -22.479
H 7.566 2.306 -23.714
H 6.346 1.121 -23.249
H 5.441 1.047 -20.950
H 5.585 2.404 -19.937
H 7.043 1.293 -20.151
H 3.802 2.800 -22.025
C 0.162 2.109 -16.553
C 1.181 3.153 -16.994
C 1.238 4.324 -15.983
C 2.548 2.465 -17.059
C 3.565 3.144 -17.965
C 2.958 3.290 -19.355
C 1.650 4.077 -19.388
C 1.966 5.571 -19.196
C 1.008 3.860 -20.768
N 0.768 3.529 -18.355
O -0.414 4.322 -18.292
H -0.868 2.473 -16.504
H 0.087 1.301 -17.288
H 0.409 1.673 -15.582
H 2.257 4.708 -15.928
H 0.556 5.104 -16.321
H 0.930 3.994 -14.992
H 2.953 2.380 -16.047
H 2.372 1.441 -17.397
H 3.795 4.158 -17.617
H 4.509 2.599 -17.932
H 2.863 2.302 -19.832
H 3.730 3.727 -20.007
H 2.805 5.848 -19.844
H 2.253 5.831 -18.178
H 1.153 6.216 -19.531
H 0.386 2.967 -20.814
H 1.815 3.752 -21.496
H 0.360 4.704 -21.003
H -1.093 3.691 -18.558
C 0.131 -2.963 -22.574
C 1.518 -2.955 -21.940
C 2.105 -4.402 -21.937
C 2.416 -2.067 -22.810
C 3.785 -1.749 -22.225
C 3.636 -1.075 -20.872
C 2.650 -1.831 -19.964
C 3.386 -2.998 -19.246
C 2.323 -0.843 -18.823
N 1.455 -2.314 -20.635
O 0.554 -2.909 -19.741
H 0.178 -3.283 -23.613
H -0.468 -3.749 -22.100
H -0.375 -2.017 -22.412
H 1.741 -4.890 -21.030
H 1.626 -4.943 -22.754
H 3.185 -4.417 -22.025
H 2.552 -2.561 -23.777
H 1.928 -1.106 -23.013
H 4.402 -2.645 -22.118
H 4.312 -1.099 -22.930
H 3.298 -0.036 -20.907
H 4.599 -1.093 -20.362
H 4.348 -2.627 -18.864
H 3.744 -3.818 -19.875
H 2.891 -3.377 -18.352
H 3.224 -0.331 -18.495
H 1.809 -1.344 -18.006
H 1.642 -0.110 -19.273
H 0.942 -3.764 -19.489
C -0.812 -6.057 -27.405
C 0.005 -4.910 -28.004
C 1.270 -5.446 -28.731
C -0.942 -4.298 -29.078
C -0.629 -2.868 -29.541
C -0.369 -1.975 -28.322
C 0.669 -2.532 -27.356
C 2.079 -2.394 -27.974
C 0.624 -1.620 -26.118
N 0.306 -3.887 -27.025
O 0.892 -4.360 -25.827
H -0.147 -6.771 -26.905
H -1.459 -5.717 -26.590
H -1.430 -6.580 -28.129
H 1.146 -6.530 -28.767
H 1.433 -5.055 -29.733
H 2.164 -5.246 -28.140
H -0.982 -4.992 -29.919
H -1.963 -4.259 -28.684
H 0.062 -2.782 -30.383
H -1.563 -2.484 -29.972
H -1.326 -1.934 -27.782
H -0.216 -0.958 -28.687
H 2.361 -1.376 -28.234
H 2.082 -2.986 -28.899
H 2.839 -2.960 -27.426
H -0.164 -1.903 -25.406
H 0.339 -0.593 -26.350
H 1.552 -1.745 -25.562
H 0.161 -4.778 -25.354
C -1.482 5.853 -26.793
C -2.840 5.839 -26.081
C -3.860 6.723 -26.757
O -3.385 4.500 -26.169
H -1.423 5.129 -27.599
H -0.668 5.750 -26.071
H -1.298 6.856 -27.195
H -2.733 6.081 -25.020
H -4.764 6.866 -26.155
H -4.180 6.326 -27.719
H -3.481 7.746 -26.842
H -2.681 3.931 -25.813
C -1.928 0.992 -19.981
C -2.962 2.133 -20.196
C -4.333 1.607 -20.562
O -3.063 2.907 -18.972
H -1.903 0.684 -18.938
H -0.956 1.403 -20.252
H -2.152 0.189 -20.684
H -2.505 2.784 -20.940
H -5.035 2.430 -20.692
H -4.702 0.957 -19.767
H -4.208 1.088 -21.513
H -3.564 2.328 -18.387
C -4.539 -3.261 -25.499
C -3.200 -2.713 -25.059
C -3.151 -2.063 -23.691
O -2.248 -3.809 -25.107
H -4.852 -4.012 -24.777
H -4.454 -3.637 -26.518
H -5.290 -2.468 -25.575
H -2.800 -1.961 -25.751
H -3.916 -1.288 -23.593
H -2.168 -1.657 -23.476
H -3.371 -2.733 -22.852
H -1.505 -3.456 -25.610
C -6.626 2.861 -25.584
C -5.998 2.450 -24.260
C -5.807 0.941 -24.168
O -4.733 3.113 -24.102
H -7.557 2.295 -25.708
H -5.989 2.654 -26.444
H -6.987 3.891 -25.629
H -6.679 2.686 -23.434
H -4.965 0.650 -24.805
H -6.684 0.358 -24.439
H -5.488 0.682 -23.158
H -4.691 3.709 -24.866
C -1.137 0.896 -23.486
C -0.818 2.363 -23.670
C 0.504 2.643 -24.319
O -1.839 2.906 -24.546
H -2.112 0.725 -23.020
H -0.414 0.317 -22.902
H -1.206 0.356 -24.438
H -0.976 2.849 -22.700
H 0.676 3.708 -24.484
H 0.499 2.187 -25.314
H 1.351 2.264 -23.745
H -2.683 2.804 -24.076
*
```

---

Density functional theory data (ωB97M-V with the def2-TZVPD basis set) for a single C2H3Br2NO3 molecule in a non-equilibrium geometry.

Its molecular weight is 248.86 g mol⁻¹. As for the SMILES: O=[N+]([O-])[C@@](O)(Br)CBr. Its frontier orbital gap is 9.807 eV.

Geometry as ORCA input:
```
! RIJCOSX wB97M-V def2-TZVPD def2/J DEFGRID3
* xyz 0 1
O 0.854 1.963 -1.308
N 0.808 1.415 -0.259
O 1.757 1.259 0.517
C -0.461 0.907 0.269
O -0.225 0.522 1.518
Br -1.590 2.368 -0.050
C -0.871 -0.367 -0.691
Br -2.393 -1.076 0.067
H 0.732 0.706 1.676
H -1.150 0.092 -1.581
H -0.105 -1.094 -1.000
*
```

---

Density functional theory data (ωB97M-V with the def2-TZVPD basis set) for 2 unconnected molecules or ions with the total composition CH8NO in a non-equilibrium geometry.

Its molecular weight is 50.08 g mol⁻¹. Its frontier orbital gap is 10.889 eV.

Geometry as ORCA input:
```
! RIJCOSX wB97M-V def2-TZVPD def2/J DEFGRID3
* xyz 1 1
N 0.287 -1.489 1.257
H 0.485 -0.658 0.654
H -0.311 -2.169 0.761
H 0.135 -1.720 2.245
H 1.236 -1.853 1.017
C -0.382 1.212 -1.303
O 0.005 0.964 0.021
H -0.981 0.357 -1.677
H 0.501 1.468 -1.933
H -0.992 2.081 -1.534
H 0.018 1.807 0.491
*
```

---

Density functional theory data (ωB97M-V with the def2-TZVPD basis set) for a molecular structure, C18H36FO14S4Zn in a non-equilibrium geometry.

Its molecular weight is 689.13 g mol⁻¹. Its frontier orbital gap is 8.546 eV.

Geometry as ORCA input:
```
! RIJCOSX wB97M-V def2-TZVPD def2/J DEFGRID3
* xyz 1 1
Zn -15.471 0.672 -2.383
F -17.150 0.237 -3.134
O -15.926 2.664 -1.609
S -17.099 3.370 -1.139
O -17.355 3.512 0.270
O -16.927 4.875 -1.709
C -17.877 5.857 -1.328
C -17.492 7.293 -1.706
C -18.645 2.889 -1.986
H -18.084 5.770 -0.259
H -18.860 5.683 -1.782
H -16.965 7.324 -2.664
H -16.872 7.733 -0.932
H -18.381 7.871 -1.951
H -18.553 3.404 -2.940
H -19.521 3.149 -1.404
H -18.585 1.813 -2.161
O -14.529 -1.104 -2.643
S -14.534 -2.516 -2.219
O -14.210 -2.822 -0.863
O -16.022 -3.172 -2.421
C -16.670 -2.945 -3.712
C -17.992 -3.690 -3.558
C -13.526 -3.514 -3.299
H -16.055 -3.260 -4.557
H -16.829 -1.867 -3.808
H -18.412 -3.887 -4.546
H -18.706 -3.067 -3.018
H -17.939 -4.615 -2.988
H -13.664 -4.519 -2.907
H -12.515 -3.142 -3.146
H -13.851 -3.451 -4.333
O -16.272 -1.455 1.419
S -16.283 -0.118 0.906
O -16.034 0.152 -0.508
O -17.785 0.465 1.013
C -18.602 0.139 2.165
C -19.716 1.184 2.137
C -15.514 1.113 1.999
H -18.044 0.350 3.079
H -18.945 -0.890 2.100
H -19.304 2.187 2.066
H -20.344 1.055 3.023
H -20.443 1.099 1.326
H -14.521 1.284 1.589
H -15.491 0.575 2.945
H -16.145 1.994 2.016
O -18.395 1.720 -6.065
S -19.757 1.227 -5.995
O -20.857 2.047 -5.537
O -20.208 0.608 -7.417
C -19.190 0.349 -8.396
C -19.736 0.728 -9.743
C -19.798 -0.333 -5.057
H -18.956 -0.724 -8.403
H -18.210 0.789 -8.219
H -19.891 1.810 -9.782
H -20.705 0.273 -9.946
H -19.052 0.499 -10.560
H -19.099 -0.943 -5.632
H -20.764 -0.827 -5.016
H -19.387 -0.222 -4.054
C -21.081 -3.171 0.578
C -21.427 -2.046 -0.068
C -20.411 -1.178 -0.686
O -20.606 -0.058 -1.125
C -19.086 -1.782 -0.786
C -18.709 -2.888 -0.118
C -19.685 -3.674 0.689
O -19.311 -4.505 1.479
H -21.871 -3.665 1.131
H -22.451 -1.702 -0.007
H -18.304 -1.385 -1.425
H -17.710 -3.257 -0.308
*
```

---

Density functional theory data (ωB97M-V with the def2-TZVPD basis set) for a single C4H7NOS molecule in a non-equilibrium geometry.

Its molecular weight is 117.17 g mol⁻¹. As for the SMILES: C/C(N)=C/C(O)=S. Its frontier orbital gap is 8.545 eV.

Geometry as ORCA input:
```
! RIJCOSX wB97M-V def2-TZVPD def2/J DEFGRID3
* xyz 0 1
C -2.722 -0.980 -0.082
C -1.409 -0.159 0.084
N -1.604 1.258 0.127
C -0.350 -0.902 0.002
C 0.922 -0.004 -0.036
O 0.684 1.331 -0.237
S 2.514 -0.409 0.074
H -3.235 -0.617 -0.986
H -2.478 -1.986 -0.215
H -3.121 -0.953 0.955
H -2.606 1.428 0.160
H -1.217 1.870 0.995
H -0.255 -1.899 -0.189
H -0.204 1.528 -0.710
*
```

---

Density functional theory data (ωB97M-V with the def2-TZVPD basis set) for a single C4H10Cl2NO2P molecule in a non-equilibrium geometry.

Its molecular weight is 206.01 g mol⁻¹. As for the SMILES: CCN(CC)P(OCl)OCl. Its frontier orbital gap is 8.825 eV.

Geometry as ORCA input:
```
! RIJCOSX wB97M-V def2-TZVPD def2/J DEFGRID3
* xyz 0 1
C 1.320 1.469 -1.679
C 1.563 0.976 -0.181
N 0.434 0.123 0.333
C 0.238 -1.087 -0.300
C -0.641 -1.960 0.480
P -0.873 1.060 0.907
O -1.871 0.659 -0.231
Cl -3.554 0.540 0.022
O -1.647 -0.052 2.243
Cl -1.237 0.515 3.761
H 1.871 2.336 -2.101
H 1.703 0.698 -2.397
H 0.260 1.573 -1.844
H 2.499 0.347 -0.111
H 1.710 1.968 0.449
H 1.195 -1.511 -0.345
H -0.154 -0.843 -1.206
H -1.661 -1.558 0.781
H -1.015 -2.985 -0.002
H -0.137 -2.269 1.420
*
```

---

In order of appearance, relative energy (zero: lowest compared OMol25 entry of this formula, charge and spin) = 1702.45, 257.99, 755.60, 352.63, 105.59, 0.00, 86.82, 137.15, 0.00, 233.06, 286.33 kJ/mol.